(A)
C6H9N3O2 | ωB97M-V/def2-TZVPD

For the LUMO energy, the calculation gives 0.6 eV.

Element x y z (Å)
1 C 1.5135 0.6533 0.5628
2 C 1.7498 -0.5489 -0.3581
3 C 0.2698 0.4497 1.4266
4 C -0.9644 0.1613 0.6329
5 C -1.6632 -1.0040 0.5676
6 C -2.5361 0.5008 -0.7763
7 H 2.0698 1.9100 -0.9557
8 H 0.5175 1.9970 -0.5338
9 H 2.3997 0.6755 1.2188
10 H 0.4469 -0.3660 2.1233
11 H 0.1294 1.3925 2.0397
12 H -1.5533 -1.9615 1.0189
13 H -3.2312 0.9370 -1.4762
14 H -3.3976 -1.4382 -0.6441
15 H 1.9192 -2.4082 -0.3347
16 N 1.4508 1.9130 -0.1678
17 N -1.5128 1.0925 -0.2126
18 N -2.6834 -0.7773 -0.3357
19 O 1.9544 -0.4895 -1.5476
20 O 1.7583 -1.7116 0.3255

(B)
C6H9N3O2 | ωB97M-V/def2-TZVPD

For the LUMO energy, the calculation gives -0.7 eV.

Element x y z (Å)
1 C 1.3482 0.4378 0.1804
2 C 2.7256 -0.1725 -0.0713
3 C 0.3002 -0.6216 0.0042
4 C -1.0398 -0.1783 0.0425
5 C -2.0610 -0.9258 -0.6513
6 C -3.0072 0.7596 0.4392
7 H 0.5773 2.5486 0.0042
8 H 2.2916 2.0827 -0.6179
9 H 1.4102 0.4673 1.4152
10 H 0.4327 -1.0539 -1.1569
11 H 0.7829 -1.4620 0.5394
12 H -2.1012 -1.6165 -1.4506
13 H -3.8460 1.2440 1.0243
14 H -4.2922 -1.3977 -0.2715
15 H 3.7703 -1.5014 0.5164
16 N 1.2617 1.7353 -0.5287
17 N -1.8028 0.7767 0.8276
18 N -3.2839 -0.3136 -0.4708
19 O 3.7530 0.4164 -0.4593
20 O 2.7806 -1.2251 0.6849

The most stable structure shown above is (A); the least stable is (B).